1.
{"formula": "C25H44Cl3N4O3SeSiYb", "method": "the ωB97M-V functional and the def2-TZVPD basis", "symbols": ["C", "C", "H", "H", "H", "C", "C", "H", "H", "H", "H", "Yb", "Cl", "Cl", "C", "O", "N", "C", "C", "H", "H", "H", "H", "H", "H", "H", "H", "H", "C", "C", "N", "H", "C", "O", "H", "H", "H", "H", "O", "C", "C", "C", "H", "C", "H", "C", "H", "C", "C", "H", "H", "H", "Si", "Cl", "C", "C", "C", "H", "H", "H", "H", "H", "H", "H", "H", "H", "C", "N", "C", "C", "N", "C", "C", "Se", "H", "H", "H", "H", "H", "H", "H", "H"], "positions_angstrom": [[-1.941, 1.657, -3.571], [-1.215, 0.615, -4.371], [-1.557, 2.669, -3.807], [-1.829, 1.458, -2.485], [-3.019, 1.658, -3.830], [-0.946, 0.844, -5.673], [-1.162, 2.149, -6.364], [-0.634, 0.023, -6.332], [-0.762, 3.010, -5.812], [-2.222, 2.361, -6.587], [-0.634, 2.078, -7.324], [-1.693, -1.153, -0.668], [-2.923, -3.343, -0.840], [-2.269, 1.103, 0.181], [-0.800, -2.902, 1.778], [-0.517, -1.831, 1.198], [0.116, -3.793, 2.177], [1.544, -3.510, 2.273], [-0.274, -5.187, 2.116], [-1.837, -3.234, 1.947], [1.754, -2.656, 2.927], [2.036, -3.355, 1.300], [1.968, -4.418, 2.716], [-1.274, -5.220, 2.563], [0.461, -5.775, 2.671], [-0.346, -5.541, 1.066], [-0.835, 4.594, 1.430], [0.618, 3.532, -0.467], [0.118, 5.032, 1.745], [1.515, 3.980, 0.003], [1.261, 4.145, 1.438], [0.082, 5.208, 2.833], [1.624, 3.162, 2.307], [2.650, 2.595, 2.548], [2.382, 3.309, -0.120], [0.640, 2.807, 2.898], [0.280, 5.972, 1.221], [1.708, 4.974, -0.421], [-0.508, -0.568, -2.362], [-1.039, -0.731, -3.700], [0.833, -1.569, -5.253], [-0.313, -1.799, -4.483], [1.187, -0.540, -5.396], [1.472, -2.658, -5.864], [-2.079, -1.100, -3.537], [-0.868, -3.078, -4.440], [2.412, -2.471, -6.410], [0.954, -3.938, -5.777], [-0.247, -4.141, -5.093], [-1.814, -3.199, -3.906], [1.513, -4.754, -6.249], [-0.675, -5.141, -5.058], [1.116, -0.774, -1.519], [-0.733, 2.203, 3.002], [2.513, -0.559, -2.737], [0.962, -2.641, -1.362], [1.356, 0.351, -0.059], [2.675, -1.475, -3.329], [3.417, -0.379, -2.132], [2.368, 0.285, -3.423], [2.317, 0.894, -0.200], [1.471, -0.252, 0.867], [0.510, 1.052, 0.063], [1.082, -3.072, -2.371], [-0.002, -3.029, -0.994], [1.768, -3.046, -0.726], [-2.789, 0.495, 5.487], [-1.817, 1.305, 6.191], [-2.116, 2.541, 6.715], [-0.934, 3.148, 6.997], [0.064, 2.257, 6.639], [1.451, 2.618, 6.515], [-0.465, 1.091, 6.131], [0.420, -0.340, 5.467], [-3.015, 0.899, 4.485], [-3.713, 0.474, 6.079], [-2.387, -0.516, 5.384], [-3.125, 2.889, 6.835], [-0.726, 4.123, 7.397], [1.615, 3.352, 5.703], [1.793, 3.057, 7.464], [2.031, 1.718, 6.292]], "atomic_forces_ev_per_a": [[0.2, 0.3, 0.6], [0.1, 0.2, -1.2], [-0.2, -0.5, 0.3], [-0.2, 0.4, -0.6], [0.5, -0.1, 0.2], [-0.3, -0.7, 0.8], [0.1, 0.2, -0.6], [0.0, 0.4, 0.5], [-0.1, -0.2, -0.1], [0.3, -0.1, 0.1], [-0.2, 0.4, 0.1], [-1.3, -0.4, 1.4], [-0.3, -0.6, -0.1], [-0.4, 0.9, 0.1], [0.6, 0.5, -0.7], [-0.2, -0.8, 1.2], [0.3, 0.5, -0.1], [0.2, -0.1, -0.2], [-0.6, 0.0, -0.1], [0.2, 0.2, -0.2], [-0.2, -0.1, -0.2], [-0.3, 0.0, 0.3], [0.2, 0.4, 0.0], [0.2, -0.6, 0.0], [-0.4, -0.1, 0.0], [0.1, 0.1, 0.6], [0.1, 0.0, 0.0], [0.4, 0.2, 0.1], [0.1, -0.7, 0.5], [0.2, -0.3, 0.3], [0.0, 0.1, -0.2], [0.0, 0.0, -0.5], [1.3, 1.2, -0.3], [-0.3, 0.0, -0.8], [-0.4, 0.4, -0.1], [-0.5, -0.1, 0.9], [0.1, 0.0, 0.1], [0.1, -0.3, -0.1], [2.5, 0.8, -0.1], [-0.4, 0.2, -0.3], [-0.1, -0.3, 0.1], [-0.1, 0.0, -0.3], [0.1, -0.7, 0.2], [0.5, 1.0, -0.1], [0.5, 0.0, 0.0], [0.1, -0.2, -0.2], [-0.6, -0.2, 0.2], [0.0, -0.1, 0.1], [0.1, -0.2, 0.0], [0.4, -0.2, -0.1], [-0.5, 0.2, 0.2], [0.0, 0.2, 0.0], [-0.6, -0.8, -2.5], [-1.1, -0.4, 0.3], [0.3, 0.1, 0.0], [0.2, -0.4, 0.4], [0.1, -0.1, 0.4], [-0.1, 0.4, 0.2], [-0.1, 0.0, -0.3], [0.1, -0.1, 0.2], [-0.7, -0.2, -0.1], [-0.3, 0.4, -0.5], [0.4, -0.2, 0.2], [0.0, 0.3, 0.3], [0.4, 0.0, 0.0], [-0.3, 0.0, -0.2], [-0.5, -0.3, 0.0], [0.1, -0.4, -0.4], [0.9, 0.5, 0.2], [-0.6, -0.6, -0.3], [-0.1, -0.4, -0.4], [0.7, 0.3, 0.3], [-0.7, 1.6, 0.3], [0.3, -0.5, -0.1], [0.3, -0.1, 0.4], [0.2, -0.1, -0.2], [-0.1, 0.2, 0.0], [0.0, 0.0, 0.0], [0.1, 0.0, 0.1], [-0.2, -0.3, 0.3], [0.0, -0.1, -0.3], [-0.2, 0.2, 0.1]], "homo_lumo_gap_ev": [6.92, 4.79], "total_energy_ha": -6654.02833, "multiplicity": 2, "lumo_energy_ev": [0.49, -1.64], "homo_energy_ev": [-6.433, -6.432]}

2.
{"formula": "C32H88Li4N19O25", "method": "the ωB97M-V functional and the def2-TZVPD basis", "symbols": ["Li", "Li", "Li", "Li", "C", "C", "C", "O", "C", "C", "C", "O", "O", "O", "H", "H", "C", "C", "O", "O", "H", "H", "H", "C", "C", "C", "O", "H", "H", "H", "H", "H", "H", "H", "C", "C", "C", "O", "H", "H", "H", "H", "H", "H", "H", "C", "O", "N", "N", "H", "H", "H", "H", "C", "O", "N", "N", "H", "H", "H", "H", "C", "O", "N", "N", "H", "H", "H", "H", "C", "O", "N", "N", "H", "H", "H", "H", "C", "O", "N", "N", "H", "H", "H", "H", "C", "O", "N", "N", "H", "H", "H", "H", "C", "O", "N", "N", "H", "H", "H", "H", "C", "O", "N", "N", "H", "H", "H", "H", "C", "O", "N", "N", "H", "H", "H", "H", "C", "C", "C", "C", "C", "C", "N", "O", "C", "C", "C", "H", "H", "H", "H", "H", "H", "H", "H", "H", "H", "H", "H", "H", "H", "H", "H", "H", "H", "H", "O", "H", "H", "O", "H", "H", "O", "H", "H", "O", "H", "H", "O", "H", "H", "O", "H", "H", "O", "H", "H"], "positions_angstrom": [[-1.530, 1.382, 4.021], [-1.347, 3.782, 1.329], [-3.008, -0.564, 2.595], [-3.771, 2.778, 3.119], [-5.924, -0.624, -0.410], [-6.547, 0.447, -1.059], [-6.313, 1.879, -0.682], [-6.987, 2.858, -1.163], [-5.258, 2.216, 0.122], [-4.450, 1.213, 0.802], [-4.856, -0.337, 0.524], [-4.204, -1.236, 1.079], [-3.546, 1.563, 1.572], [-7.401, 0.085, -1.989], [-6.113, -1.632, -0.748], [-5.100, 3.264, 0.331], [0.222, -0.386, 0.368], [-0.179, 0.758, 1.315], [-0.222, 1.978, 0.921], [-0.725, 0.490, 2.370], [-0.160, -1.321, 0.780], [1.276, -0.369, 0.090], [-0.377, -0.376, -0.542], [-0.606, 5.506, 4.321], [-1.471, 4.197, 4.595], [-2.723, 4.732, 5.373], [-1.760, 3.522, 3.338], [-0.428, 6.097, 5.219], [-1.089, 6.189, 3.622], [0.278, 5.245, 3.740], [-0.881, 3.542, 5.236], [-3.122, 5.586, 4.825], [-2.452, 5.253, 6.291], [-3.468, 4.027, 5.741], [-3.128, 0.736, 6.544], [-4.177, 0.516, 5.441], [-5.535, 1.184, 5.586], [-3.569, 0.697, 4.172], [-2.927, 1.807, 6.519], [-2.227, 0.134, 6.429], [-3.388, 0.562, 7.588], [-4.448, -0.538, 5.488], [-6.190, 0.670, 6.289], [-6.026, 1.272, 4.617], [-5.373, 2.203, 5.937], [5.427, -0.201, 0.911], [4.941, -1.286, 0.458], [6.176, 0.009, 1.990], [5.241, 0.954, 0.306], [6.472, -0.764, 2.569], [6.639, 0.881, 2.203], [4.548, 0.829, -0.418], [5.797, 1.726, 0.646], [-0.586, 4.660, -2.202], [0.214, 5.523, -2.206], [-0.175, 3.509, -1.778], [-1.779, 4.714, -2.601], [-0.858, 2.837, -1.458], [0.803, 3.444, -1.534], [-2.139, 5.599, -2.928], [-2.335, 3.872, -2.570], [-1.351, -2.535, 4.218], [-1.879, -2.409, 3.119], [-0.119, -2.936, 4.495], [-1.979, -2.439, 5.377], [0.457, -3.329, 3.764], [-0.133, -3.385, 5.400], [-2.980, -2.332, 5.303], [-1.583, -2.485, 6.305], [2.781, 1.829, -1.866], [3.760, 2.311, -2.340], [2.127, 2.350, -0.842], [2.132, 0.840, -2.330], [2.515, 3.103, -0.293], [1.393, 1.879, -0.331], [2.528, 0.494, -3.192], [1.236, 0.553, -1.961], [0.982, 0.960, 6.039], [-0.074, 0.990, 5.408], [1.269, 0.110, 6.934], [1.915, 1.861, 6.007], [0.701, -0.724, 6.913], [2.190, 0.249, 7.326], [2.846, 1.670, 6.349], [1.794, 2.418, 5.174], [2.801, -3.593, 1.984], [1.901, -3.862, 2.715], [3.039, -2.306, 1.937], [3.602, -4.321, 1.226], [3.804, -1.923, 1.400], [2.372, -1.655, 2.326], [4.331, -3.778, 0.785], [3.682, -5.315, 1.389], [1.666, 1.949, -5.914], [2.172, 2.486, -6.862], [1.365, 0.690, -5.733], [1.180, 2.598, -4.875], [0.668, 0.562, -5.013], [1.824, -0.023, -6.280], [1.166, 3.604, -4.959], [0.797, 2.146, -4.056], [-3.859, -1.299, -3.520], [-2.652, -1.442, -3.584], [-4.674, -2.192, -3.120], [-4.460, -0.203, -3.510], [-5.641, -1.910, -3.046], [-4.489, -3.185, -3.104], [-3.839, 0.593, -3.490], [-5.408, -0.117, -3.171], [-1.669, -3.794, -0.459], [-1.085, -4.398, -1.375], [-2.516, -2.800, -0.680], [-1.603, -4.106, 0.793], [-2.599, -2.362, -1.586], [-2.963, -2.247, 0.037], [-1.203, -5.004, 1.026], [-1.993, -3.501, 1.501], [4.974, -3.497, -6.424], [4.572, -3.872, -4.968], [4.583, -2.602, -4.085], [3.843, -2.738, -2.769], [2.422, -3.262, -3.010], [2.392, -4.634, -3.869], [3.214, -4.375, -5.069], [3.034, -5.406, -5.909], [2.761, -5.922, -3.052], [0.788, -4.800, -4.145], [5.534, -4.966, -4.425], [4.218, -2.918, -6.954], [5.068, -4.314, -7.139], [5.878, -2.916, -6.243], [5.615, -2.594, -3.732], [4.532, -1.607, -4.529], [3.959, -1.885, -2.100], [4.359, -3.507, -2.195], [1.884, -2.446, -3.493], [1.833, -3.546, -2.138], [3.576, -6.444, -3.554], [3.236, -5.589, -2.129], [1.949, -6.640, -2.939], [0.250, -5.104, -3.247], [0.436, -3.805, -4.417], [0.559, -5.566, -4.885], [5.613, -5.125, -3.349], [6.589, -4.696, -4.470], [5.487, -5.905, -4.976], [2.347, -5.114, -6.513], [0.171, 5.010, 1.206], [0.997, 4.984, 0.724], [0.169, 5.866, 1.633], [-2.019, 1.685, -4.098], [-2.557, 2.247, -4.656], [-2.350, 1.837, -3.213], [2.974, 4.832, 0.115], [3.089, 5.611, -0.429], [3.821, 4.713, 0.545], [-2.300, 1.278, -1.474], [-1.913, 0.409, -1.583], [-2.164, 1.489, -0.551], [1.710, 2.623, 2.942], [1.372, 3.346, 2.415], [1.247, 1.851, 2.616], [-2.867, 4.302, 0.259], [-3.201, 5.145, -0.048], [-3.529, 3.668, -0.016], [-0.130, -0.204, -3.473], [-0.781, 0.490, -3.572], [-0.644, -1.009, -3.417]], "atomic_forces_ev_per_a": [[-0.1, 0.2, -0.4], [0.3, -0.7, 0.8], [-0.2, 0.3, 0.1], [1.1, -0.9, 0.0], [2.6, 1.9, 1.9], [-3.5, -3.0, -2.7], [-2.1, 3.5, -2.3], [0.5, -2.6, 0.5], [2.8, -2.5, 2.4], [-3.3, 1.2, -2.3], [-1.3, 0.6, -1.6], [1.2, 0.1, 1.2], [1.4, -0.8, 0.8], [2.3, 2.0, 1.7], [0.0, 0.0, 0.3], [-0.3, 0.1, 0.2], [-0.5, 0.2, 0.3], [-2.0, 1.6, -2.0], [1.2, -0.3, -1.3], [-0.5, -1.8, 2.8], [0.8, -0.2, 0.5], [0.0, -0.3, 0.1], [0.2, 0.7, -0.3], [-0.5, -1.0, -0.5], [-0.5, 1.3, -1.7], [0.8, 0.3, 0.1], [-0.7, 0.4, 1.8], [0.4, -0.2, 0.1], [-0.8, 0.0, 0.0], [0.5, -0.2, 0.7], [0.1, -0.1, 0.2], [-0.6, -0.4, -0.5], [0.6, -0.2, 0.3], [-0.2, -0.3, -0.7], [-0.6, 0.8, 0.4], [0.8, -2.1, -1.0], [0.6, 1.1, 0.1], [0.2, 1.1, 0.4], [0.7, 0.1, -0.1], [0.0, 0.3, -0.7], [-0.8, -0.2, 0.1], [0.0, -0.8, 0.1], [0.0, 0.0, 0.0], [0.0, -0.3, 0.0], [-0.2, 0.3, 0.2], [-0.6, -1.5, -1.4], [1.7, 2.1, 1.2], [1.6, -1.8, 2.8], [-0.8, -0.1, -1.1], [-0.1, 0.0, -0.3], [-0.4, -0.2, -0.3], [0.4, 1.5, -0.6], [-0.9, 0.3, -1.0], [2.7, -1.6, 1.1], [3.2, 5.8, -0.6], [0.0, -4.0, 1.2], [-6.3, 0.9, -2.1], [0.6, -0.4, 0.0], [-0.3, -0.3, 0.2], [-0.1, -0.4, 0.0], [-0.2, 0.6, -0.2], [0.4, -0.9, -0.4], [-0.4, 0.9, -0.2], [2.0, -0.6, -0.2], [-3.9, 1.0, 1.8], [0.5, 0.0, -0.2], [0.9, -0.2, -0.5], [0.1, 0.3, 0.3], [0.0, 0.1, -0.6], [-0.7, 2.0, 1.5], [3.5, 1.2, -1.2], [-0.5, 1.7, 3.8], [-1.2, -4.4, -2.6], [0.3, -0.2, -0.5], [-0.2, -0.1, -0.1], [-0.7, -0.5, 0.0], [0.2, -0.3, -0.7], [-2.7, 1.4, -1.8], [-0.2, 0.0, -0.5], [0.2, -4.6, 3.5], [1.9, 4.0, -2.0], [0.6, -0.2, 0.6], [-0.6, -1.3, 0.5], [-0.3, 0.2, -0.4], [0.7, 0.6, -0.2], [-0.1, 2.4, 0.3], [-3.2, -4.0, 2.2], [1.4, 3.5, -0.7], [1.0, -1.6, -0.8], [-0.2, 0.2, -0.1], [0.0, -0.5, 0.0], [0.1, -0.6, -0.2], [0.1, 0.3, -0.2], [-0.5, 0.6, -0.1], [1.4, 0.6, -1.7], [0.3, -3.4, -0.7], [-0.8, 3.4, 2.0], [0.4, -1.5, -0.3], [-0.6, 0.0, 0.2], [-0.1, -0.2, 0.4], [0.2, 0.4, -0.2], [3.1, -1.7, 1.4], [2.4, -0.4, -0.8], [-3.9, -6.0, 0.9], [-1.8, 7.8, -1.2], [0.0, -0.6, 0.2], [0.3, 0.3, 0.0], [-0.6, 0.1, -0.2], [0.0, 0.4, 0.0], [0.3, -0.5, -3.5], [0.0, 0.1, 0.4], [-1.3, 2.6, -1.2], [0.8, -1.7, 3.6], [0.4, -0.5, -0.3], [-0.2, -0.4, 0.4], [0.1, 0.5, 0.1], [0.2, -0.4, 0.1], [0.0, 0.1, 0.6], [-0.7, -0.7, -0.9], [1.8, -0.3, 1.0], [-0.7, -1.5, 0.4], [0.3, -1.1, -0.2], [-1.8, 1.2, 1.0], [-2.4, 2.1, 2.5], [0.6, -2.3, -2.0], [1.4, 0.9, -0.7], [1.9, 0.6, -0.3], [1.4, 0.4, 0.2], [-0.1, 0.6, 0.7], [0.7, -0.4, 0.6], [0.2, 0.0, -0.9], [0.5, 0.2, -0.2], [-0.9, -0.3, -0.7], [-0.5, 0.4, -0.4], [0.2, -0.3, 0.1], [-0.3, -0.3, -0.5], [0.3, 0.4, 0.5], [-0.1, -0.1, -0.2], [-0.5, -0.3, 0.5], [0.0, 0.4, 0.3], [0.4, 0.2, 0.2], [-0.4, -0.2, -0.4], [0.2, 0.1, -0.3], [-1.4, -0.3, 0.3], [0.3, 0.6, -1.1], [-0.5, 0.0, 0.2], [0.0, 0.0, -0.2], [-0.2, 0.0, 0.2], [0.4, -0.2, -0.6], [-0.1, 0.2, 0.2], [-0.2, 0.3, -0.4], [0.1, 0.1, -0.5], [0.0, 0.0, 0.8], [-0.1, 0.4, 0.5], [-0.1, 0.2, -0.5], [0.2, -0.1, 0.2], [-0.2, 0.3, -0.2], [0.1, -0.5, -0.2], [0.0, 0.1, 0.7], [1.0, 0.1, 0.7], [-0.5, 0.1, -0.2], [-0.4, 0.0, 0.0], [0.4, 0.3, 0.2], [0.1, 0.3, -0.1], [-0.4, -0.7, -0.1], [0.8, -0.1, 0.6], [-0.6, 0.2, -0.3], [-0.6, -0.4, -0.2]], "total_charge": -1, "homo_lumo_gap_ev": 5.95, "total_energy_ha": -4224.15792, "multiplicity": 1, "lumo_energy_ev": 1.02, "homo_energy_ev": -4.926}